Formula: C53H72BN8OS3TaTe
Source: the Open Molecules 2025 dataset
Level of theory: ωB97M-V/def2-TZVPD

Computed properties:
* lowest unoccupied orbital energy (alpha / beta): -8.37 / -8.64 eV
* DFT total energy: -112105.6389 eV
* maximum force: 1.4 eV/Å
* spin multiplicity: 2
* <S²>: 0.761
* gap between HOMO and LUMO (alpha / beta): 6.83 / 6.56 eV
* energy above the lowest of the compared OMol25 structures with the same formula, charge and spin: 0.0 kcal/mol
* total charge: +3

Cartesian coordinates (Å):
1 Ta 1.318100 -1.211521 -0.222661
2 C -2.506790 0.812914 2.904668
3 C -2.710871 -0.075519 1.719472
4 C -3.836486 -0.835364 1.532532
5 C -3.966681 -1.652594 0.383953
6 N -2.988610 -1.734779 -0.483090
7 N -1.897073 -1.008290 -0.300250
8 B -0.794176 -1.018412 -1.357486
9 N -1.065365 -2.080604 -2.440368
10 N -2.051244 -1.787764 -3.283724
11 C -2.426239 -2.673014 -4.169769
12 C -1.841483 -3.963180 -4.175412
13 C -0.799009 -4.257459 -3.340940
14 C -0.112943 -5.584582 -3.331293
15 C -0.377086 -3.218364 -2.474125
16 S 1.042718 -3.381212 -1.507527
17 C -3.471553 -2.286236 -5.192398
18 C -3.930321 -0.844206 -4.981248
19 C -2.828859 -2.420356 -6.585959
20 C -4.677181 -3.231889 -5.095097
21 N -0.794017 0.379274 -2.061263
22 N -1.983603 0.944201 -2.156998
23 C -2.123081 2.094576 -2.770136
24 C -1.010892 2.701847 -3.389858
25 C 0.236135 2.139527 -3.270236
26 C 1.458187 2.756656 -3.869453
27 C 0.323544 0.942662 -2.526351
28 S 1.873525 0.213621 -2.197805
29 C -3.493352 2.736996 -2.764890
30 C -4.502710 1.868691 -2.010596
31 C -3.968206 2.935434 -4.212650
32 C -3.375462 4.105011 -2.071983
33 C -1.712307 -0.175801 0.727090
34 S -0.242920 0.727976 0.772380
35 C -5.225052 -2.454725 0.108636
36 C -5.182943 -3.067643 -1.293015
37 C -6.438636 -1.518010 0.215736
38 C -5.332774 -3.569094 1.162746
39 H -3.340302 0.730944 3.598539
40 H -2.409886 1.854782 2.590184
41 H -1.577970 0.552439 3.416373
42 H -4.621558 -0.811462 2.277104
43 H -2.213948 -4.719040 -4.854293
44 H -0.550484 -6.250634 -4.070822
45 H -0.196472 -6.053813 -2.349227
46 H 0.950142 -5.471489 -3.550894
47 H -3.083444 -0.156773 -5.017409
48 H -4.431040 -0.731259 -4.018246
49 H -4.631272 -0.568082 -5.768958
50 H -1.940584 -1.791835 -6.676651
51 H -3.546856 -2.103044 -7.341930
52 H -2.548449 -3.450694 -6.808067
53 H -5.158612 -3.165898 -4.118000
54 H -4.402401 -4.271574 -5.277819
55 H -5.407700 -2.949625 -5.853099
56 H -1.117464 3.623969 -3.946357
57 H 1.215629 3.689114 -4.372402
58 H 1.909691 2.076808 -4.595111
59 H 2.209953 2.949610 -3.102116
60 H -4.593155 0.886213 -2.475386
61 H -5.476986 2.356646 -2.028681
62 H -4.208762 1.727907 -0.968365
63 H -4.038757 1.979344 -4.733192
64 H -3.300228 3.591089 -4.773586
65 H -4.956058 3.394988 -4.209257
66 H -3.006852 3.999927 -1.048727
67 H -4.359618 4.571197 -2.030448
68 H -2.710642 4.777494 -2.616706
69 H -5.057265 -2.291626 -2.050580
70 H -6.118454 -3.594388 -1.481508
71 H -4.360287 -3.776547 -1.389995
72 H -6.348261 -0.679905 -0.478268
73 H -6.564307 -1.128567 1.226637
74 H -7.342153 -2.072169 -0.036670
75 H -4.508498 -4.277407 1.065205
76 H -6.268897 -4.108790 1.019313
77 H -5.330195 -3.163991 2.176209
78 C 1.177218 -1.693452 3.947795
79 C 1.320187 -1.298121 2.500247
80 O 0.550671 -1.908966 1.669772
81 N 2.156494 -0.406978 1.989349
82 Te 2.943086 0.869977 3.373673
83 C 5.029615 1.219867 3.075214
84 C 5.711495 1.814988 2.006607
85 C 5.255009 1.776289 0.574266
86 C 6.955054 2.380802 2.258486
87 C 7.541007 2.368866 3.515868
88 C 8.847474 3.044795 3.784406
89 C 6.897406 1.652019 4.524261
90 C 5.661245 1.060443 4.339804
91 C 5.124300 0.216348 5.479633
92 C 1.798537 2.657235 3.101998
93 C 1.615840 3.351364 1.901643
94 C 2.237998 2.926480 0.605597
95 C 0.830067 4.494907 1.911631
96 C 0.238980 4.973442 3.072950
97 C -0.572030 6.233097 3.076014
98 C 0.441630 4.260369 4.250357
99 C 1.211756 3.108232 4.302811
100 C 1.402538 2.462397 5.655995
101 H 0.568606 -2.592882 4.003634
102 H 0.678424 -0.905258 4.515024
103 H 2.153075 -1.889116 4.390539
104 H 4.328491 1.225454 0.453863
105 H 6.022550 1.280477 -0.022274
106 H 5.135298 2.780671 0.169198
107 H 7.483093 2.841452 1.430998
108 H 9.216590 3.570369 2.907026
109 H 9.597733 2.316837 4.097306
110 H 8.739723 3.759483 4.601427
111 H 7.386460 1.543935 5.485605
112 H 5.956742 -0.106261 6.101270
113 H 4.629725 -0.684369 5.115715
114 H 4.435461 0.766643 6.124458
115 H 2.539206 1.884614 0.656045
116 H 3.108287 3.546678 0.390879
117 H 1.534059 3.043726 -0.218769
118 H 0.686690 5.027989 0.978119
119 H -0.752804 6.593749 2.065587
120 H -0.041770 7.013957 3.624302
121 H -1.528476 6.085644 3.577817
122 H -0.005444 4.624275 5.168625
123 H 0.604648 2.765122 6.330175
124 H 2.344250 2.790815 6.103073
125 H 1.407192 1.374330 5.617319
126 C 1.536567 -4.820353 1.364850
127 C 2.785342 -4.059015 1.155851
128 C 4.072479 -4.533813 1.578583
129 C 4.982860 -3.580698 1.234908
130 C 4.247290 -2.535060 0.604100
131 C 4.813565 -1.279533 0.067230
132 N 2.920655 -2.835002 0.561441
133 H 1.574039 -5.316724 2.336294
134 H 1.475313 -5.619112 0.618727
135 H 0.646083 -4.208792 1.293768
136 H 4.250103 -5.476441 2.072062
137 H 6.051143 -3.592579 1.383439
138 H 5.873859 -1.406360 -0.142130
139 H 4.716364 -0.487791 0.816392
140 H 4.309108 -0.954131 -0.848242

Cartesian forces (eV/Å) of the 2 atoms listed first:
Ta -0.3 -0.7 0.9
C 0.0 0.0 -0.1